(1)
Density functional theory data (wB97M-V/def2-TZVPD) for an isolated molecule of C4H8N2.

Structure (XYZ):
```
14
C4H8N2, DFT wB97M-V/def2-TZVPD
C -1.416 0.991 -0.227
C -1.429 -0.533 -0.230
C 1.497 -0.178 0.803
N 2.198 -0.841 -0.239
C 0.704 0.848 0.594
N -0.182 1.640 0.267
H -1.569 1.368 -1.244
H -2.242 1.371 0.382
H -2.387 -0.866 -0.636
H -1.316 -0.946 0.778
H -0.625 -0.959 -0.842
H 1.521 -0.640 1.784
H 2.052 -0.374 -1.128
H 3.195 -0.880 -0.061
```

Values from the calculation:
Kohn-Sham gap = 9.0 eV
ΔE to the lowest compared entry with this formula, charge and spin = 1.749 eV
Structure (SMILES) = CCN=C=CN
E_LUMO = 0.98 eV
Charge = 0
Maximum force = 0.73 eV/A
Energy = -266.6577 hartree
HOMO energy = -8.020 eV

These are the natural (NBO) partial charges, in e, on atoms 1 to 6: -0.24 -0.64 -0.21 -0.81 0.31 -0.41



(2)
Density functional theory data (wB97M-V/def2-TZVPD) for a structure of composition C19H23AlF4N6S3.

Structure (XYZ):
```
56
C19H23AlF4N6S3, DFT wB97M-V/def2-TZVPD
Al -1.210 0.680 0.182
C 0.842 2.182 -1.920
N -0.252 1.211 -1.813
C 0.046 0.101 -2.728
C -1.526 1.875 -2.163
C -2.710 0.899 -2.027
N -2.320 -0.149 -1.075
C -2.890 -1.385 -1.243
C -2.138 -2.563 -1.088
F -0.811 -2.456 -0.857
C -2.664 -3.823 -1.269
F -1.869 -4.888 -1.106
C -3.973 -4.000 -1.667
C -4.727 -2.863 -1.867
F -5.998 -2.982 -2.269
C -4.216 -1.596 -1.657
F -5.045 -0.550 -1.814
H 0.971 2.507 -2.958
H 1.771 1.725 -1.576
H 0.641 3.057 -1.306
H 0.124 0.458 -3.761
H -0.722 -0.663 -2.674
H 0.996 -0.352 -2.441
H -1.491 2.296 -3.174
H -1.650 2.705 -1.458
H -2.937 0.449 -2.997
H -3.590 1.458 -1.703
H -4.391 -4.984 -1.819
S -2.786 1.717 1.552
C -1.314 2.375 2.191
S 0.021 2.458 1.073
C -1.137 2.751 3.500
C 0.187 2.976 3.964
N 1.286 3.044 4.311
C -2.202 2.798 4.441
N -3.051 2.866 5.215
C 3.762 1.718 1.904
C 3.448 0.377 2.560
N 2.033 0.018 2.464
C 1.355 -0.636 1.544
S -0.359 -0.849 1.811
N 1.859 -1.207 0.451
C 3.222 -1.263 -0.066
C 4.014 -2.456 0.461
H 4.810 1.967 2.072
H 3.141 2.501 2.337
H 3.574 1.696 0.829
H 3.667 0.448 3.624
H 4.059 -0.420 2.143
H 1.446 0.495 3.137
H 1.185 -1.782 -0.032
H 3.737 -0.330 0.152
H 3.139 -1.348 -1.150
H 4.130 -2.413 1.544
H 5.004 -2.464 0.005
H 3.511 -3.390 0.213
```

Values from the calculation:
Kohn-Sham gap = 8.2 eV
E_LUMO = 0.04 eV
Charge = 0
Maximum force = 0.34 eV/A
Energy = -2902.9097 hartree
HOMO energy = -8.122 eV

These are the natural (NBO) partial charges, in e, on atoms 1 to 6: 1.50 -0.42 -0.51 -0.42 -0.27 -0.23



(3)
Density functional theory data (wB97M-V/def2-TZVPD) for an isolated molecule of C2H5IN2S.

Structure (XYZ):
```
11
C2H5IN2S, DFT wB97M-V/def2-TZVPD
C 0.344 0.735 0.285
C -0.729 1.017 0.995
N 0.910 1.572 -0.723
N -0.525 -3.138 -0.683
S -0.314 -2.496 0.688
I 1.804 -0.691 0.759
H -1.122 0.441 1.746
H -1.256 1.993 0.810
H 1.652 1.049 -1.239
H 0.230 2.142 -1.266
H -0.994 -2.624 -1.373
```

Values from the calculation:
Kohn-Sham gap (alpha / beta) = 7.3 / 7.3 eV
ΔE to the lowest compared entry with this formula, charge and spin = 2.048 eV
E_LUMO (alpha / beta) = -0.47 / -0.47 eV
Charge = 0
Maximum force = 2.65 eV/A
Energy = -884.4760 hartree
HOMO energy (alpha / beta) = -7.793 / -7.794 eV

These are the natural (NBO) partial charges, in e, on atoms 1 to 6: 0.05 -0.51 -0.86 -0.85 0.36 0.26



(4)
Density functional theory data (wB97M-V/def2-TZVPD) for a structure of composition C43H42NS2SbSeSi2Tc.

Structure (XYZ):
```
93
C43H42NS2SbSeSi2Tc, DFT wB97M-V/def2-TZVPD
Tc 0.428 -0.025 0.902
C 2.508 2.614 2.403
Si 1.104 2.376 1.133
C 1.562 3.077 -0.591
C -0.093 3.739 1.661
C 0.236 5.034 2.069
C -0.765 5.958 2.327
C -2.103 5.600 2.173
C -2.434 4.316 1.769
C -1.427 3.380 1.519
Si -1.645 1.596 0.953
C -2.551 1.842 -0.709
C -2.928 0.930 2.187
H 3.197 3.400 2.075
H 3.084 1.713 2.604
H 2.067 2.943 3.345
H 2.413 3.760 -0.516
H 0.714 3.662 -0.956
H 1.803 2.320 -1.336
H 1.274 5.322 2.194
H -0.511 6.960 2.650
H -2.881 6.326 2.376
H -3.479 4.046 1.660
H -3.617 1.932 -0.473
H -2.463 1.046 -1.446
H -2.240 2.785 -1.163
H -3.751 1.652 2.195
H -2.527 0.875 3.199
H -3.349 -0.044 1.939
S 4.636 -1.246 -0.564
C 4.738 0.451 -0.434
C 3.591 0.998 0.041
C 2.518 0.069 0.314
C 3.011 -1.193 0.016
C 2.298 -2.403 0.311
C 2.829 -3.690 0.196
C 2.101 -4.762 0.662
C 0.868 -4.528 1.252
C 0.391 -3.235 1.292
N 1.061 -2.188 0.786
H 5.641 0.971 -0.710
H 3.537 2.061 0.173
H 3.817 -3.828 -0.223
H 2.501 -5.766 0.592
H 0.277 -5.328 1.675
H -0.572 -3.013 1.726
Se 0.542 -0.603 3.191
C 0.588 0.811 4.496
C -0.148 1.982 4.412
C -0.066 2.942 5.411
C 0.746 2.732 6.517
C 1.478 1.555 6.612
C 1.402 0.602 5.607
H -0.774 2.174 3.556
H -0.639 3.855 5.313
H 0.810 3.479 7.297
H 2.119 1.382 7.467
H 1.988 -0.306 5.677
S -1.785 -1.234 0.221
Sb -1.065 -1.771 -1.876
C -0.490 -3.795 -2.001
C 0.631 -4.260 -2.675
C 0.902 -5.623 -2.702
C 0.055 -6.515 -2.063
C -1.071 -6.050 -1.395
C -1.341 -4.692 -1.359
C -2.699 -1.604 -3.186
C -3.968 -1.359 -2.677
C -5.047 -1.264 -3.546
C -4.852 -1.411 -4.911
C -3.581 -1.651 -5.418
C -2.500 -1.747 -4.556
C 0.366 -0.516 -2.773
C 1.719 -0.830 -2.845
C 2.596 0.033 -3.485
C 2.122 1.205 -4.056
C 0.773 1.522 -3.984
C -0.108 0.665 -3.344
H 1.294 -3.581 -3.194
H 1.777 -5.983 -3.227
H 0.269 -7.575 -2.088
H -1.735 -6.744 -0.897
H -2.210 -4.335 -0.816
H -4.108 -1.225 -1.610
H -6.037 -1.068 -3.156
H -5.694 -1.333 -5.587
H -3.433 -1.759 -6.484
H -1.508 -1.925 -4.956
H 2.108 -1.725 -2.381
H 3.650 -0.209 -3.518
H 2.809 1.881 -4.547
H 0.405 2.443 -4.415
H -1.159 0.922 -3.296
```

Values from the calculation:
Kohn-Sham gap (alpha / beta) = 6.2 / 7.0 eV
ΔE to the lowest compared entry with this formula, charge and spin = 1.040 eV
Multiplicity = 2
E_LUMO (alpha / beta) = -0.31 / -0.35 eV
Charge = 0
Maximum force = 0.80 eV/A
Energy = -5816.3667 hartree
HOMO energy (alpha / beta) = -6.463 / -7.324 eV

These are the Löwdin partial charges, in e, on atoms 1 to 6: 0.51 -0.20 0.48 -0.20 -0.34 -0.09



(5)
Density functional theory data (wB97M-V/def2-TZVPD) for a structure of composition C10H26BCoLiO4.

Structure (XYZ):
```
43
C10H26BCoLiO4, DFT wB97M-V/def2-TZVPD
Co 2.781 7.228 12.621
Li 0.133 8.371 12.203
C 1.220 5.593 10.572
O 1.187 6.722 11.385
H 1.501 4.685 11.123
H 0.251 5.369 10.108
H 1.956 5.702 9.762
C 1.790 10.136 13.995
O 1.852 8.914 13.333
H 0.780 10.565 13.858
H 1.920 10.065 15.084
H 2.498 10.890 13.627
B 4.620 6.666 13.511
H 4.187 5.966 12.702
H 5.089 7.602 13.002
H 3.775 6.963 14.223
H 5.402 6.057 14.109
C 3.058 8.648 8.702
C 4.351 7.850 8.544
C 4.618 7.364 9.983
O 3.702 8.067 10.852
C 3.140 9.152 10.112
H 2.227 7.949 8.598
H 2.995 9.365 7.882
H 5.231 8.426 8.258
H 4.233 7.054 7.811
H 5.641 7.597 10.274
H 4.486 6.295 10.143
H 3.795 10.022 10.263
H 2.188 9.482 10.530
C 1.405 4.012 15.362
C 0.461 4.990 16.009
C 1.022 6.303 15.474
O 1.584 6.005 14.191
C 1.547 4.570 13.970
H 1.096 2.964 15.410
H 2.356 4.002 15.910
H 0.337 5.008 17.088
H -0.524 4.810 15.558
H 1.839 6.659 16.111
H 0.306 7.118 15.358
H 2.409 4.224 13.408
H 0.618 4.408 13.413
```

Values from the calculation:
Kohn-Sham gap (alpha / beta) = 8.0 / 7.7 eV
ΔE to the lowest compared entry with this formula, charge and spin = 0.329 eV
Multiplicity = 4
E_LUMO (alpha / beta) = -0.54 / -0.54 eV
Charge = 0
Maximum force = 2.48 eV/A
Energy = -2112.6529 hartree
HOMO energy (alpha / beta) = -8.551 / -8.278 eV

These are the natural (NBO) partial charges, in e, on atoms 1 to 6: 1.57 0.96 -0.22 -1.07 0.14 0.15